No. 1
# C4H13N4O

A 2-piece molecular cluster, C4H13N4O overall at a distorted geometry (ωB97M-V/def2-TZVPD, the OMol25 dataset).

Properties
**Energy relative to the best compared isomer or geometry (same formula, charge and spin)**: 236.1 kJ/mol
**E_tot**: -12360.441 eV
**LUMO**: -0.108 Ha
**Kohn-Sham gap**: 10.19 eV
**Net charge**: +1
**Max |F|**: 0.0909 hartree/bohr

Each line ends with the Mulliken charge.
Atoms and positions in Å:
C  0.385  1.126  -2.701  -0.964
C  -0.990  1.343  -0.675  0.731
N  -2.312  1.575  -0.273  -0.448
N  -0.885  1.179  -1.975  -0.201
N  -0.067  1.497  0.244  -0.312
H  -2.931  2.146  -0.838  0.181
H  -2.652  1.248  0.595  0.204
H  -1.588  1.646  -2.568  0.275
H  0.914  1.373  -0.010  0.235
H  -0.196  1.706  1.285  0.285
H  0.705  2.144  -2.929  0.356
H  0.303  0.512  -3.575  0.315
H  1.021  0.385  -2.185  0.319
C  1.325  -2.402  2.532  -1.149
C  0.795  -1.666  1.387  0.725
O  0.189  -0.611  1.519  -0.558
N  1.252  -2.020  0.132  -0.353
H  1.003  -1.714  -0.786  0.195
H  2.068  -2.579  -0.027  0.204
H  0.753  -2.258  3.449  0.322
H  2.376  -2.171  2.879  0.303
H  1.579  -3.491  2.279  0.333

---

No. 2
# C4H5NO2

One molecule with the formula C4H5NO2 at a distorted geometry (ωB97M-V/def2-TZVPD, the OMol25 dataset).

Properties
**Structure (SMILES)**: O=[N+]([O-])[C@]12C[C@@H]1C2
**Energy relative to the best compared isomer or geometry (same formula, charge and spin)**: 562.8 kJ/mol
**E_tot**: -9808.482 eV
**LUMO**: -0.002 Ha
**Kohn-Sham gap**: 9.92 eV
**Net charge**: 0
**Max |F|**: 0.0638 hartree/bohr

Each line ends with the Mulliken charge.
Atoms and positions in Å:
C  0.766  -1.158  0.360  -0.394
C  0.561  1.189  0.181  -0.548
C  0.833  -0.103  -0.695  -0.215
C  -0.216  -0.039  0.454  0.186
N  -1.561  0.005  0.034  0.939
O  -2.157  -1.064  -0.149  -0.576
O  -1.957  1.172  -0.069  -0.587
H  0.253  -2.079  0.079  0.248
H  1.573  -1.232  1.102  0.210
H  1.398  1.552  0.788  0.234
H  -0.026  1.900  -0.305  0.293
H  0.531  -0.142  -1.782  0.211

---

No. 3
# C9H7NO3

C9H7NO3 as an isolated structure at a distorted geometry (ωB97M-V/def2-TZVPD, the OMol25 dataset).

Properties
**Energy relative to the best compared isomer or geometry (same formula, charge and spin)**: 398.7 kJ/mol
**E_tot**: -17074.912 eV
**LUMO**: -0.013 Ha
**Kohn-Sham gap**: 9.17 eV
**Net charge**: 0
**Max |F|**: 0.1351 hartree/bohr

Each line ends with the Mulliken charge.
Atoms and positions in Å:
C  -0.965  1.431  1.748  0.111
C  0.456  0.925  1.458  -0.387
C  0.728  0.091  0.235  0.784
C  2.026  -0.620  0.262  -0.540
C  2.359  -1.452  -0.886  -0.606
C  1.304  -1.464  -1.874  -0.392
C  0.075  -0.904  -1.842  -0.850
C  -0.298  -0.281  -0.674  0.335
C  -1.631  0.273  -0.552  0.502
H  -3.770  0.479  0.555  0.411
H  0.868  0.514  2.464  0.281
H  1.020  1.865  1.300  0.290
H  2.660  -0.688  1.206  0.284
H  3.348  -1.961  -1.099  0.333
H  1.452  -2.027  -2.661  0.511
H  -0.713  -1.028  -2.568  0.421
N  -1.981  0.779  0.783  0.056
O  -3.202  1.506  0.863  -0.457
O  -1.140  2.421  2.488  -0.530
O  -2.597  0.140  -1.208  -0.559

---

No. 4
# C16H44BrFeN4O4

C16H44BrFeN4O4 as an isolated structure at a distorted geometry (ωB97M-V/def2-TZVPD, the OMol25 dataset).

Properties
**Energy relative to the best compared isomer or geometry (same formula, charge and spin)**: 107.9 kJ/mol
**Spin multiplicity**: 9
**E_tot**: -135869.475 eV
**LUMO (spin up / spin down)**: -0.061 / -0.243 Ha
**Kohn-Sham gap (spin up / spin down)**: 3.49 / 5.12 eV
**Net charge**: +1
**Max |F|**: 0.0580 hartree/bohr

Each line ends with the Mulliken charge.
Atoms and positions in Å:
Fe  -2.204  2.875  -1.522  -0.547
Br  -1.294  1.666  0.590  -0.118
C  3.497  4.058  0.840  -1.436
C  3.162  2.712  1.524  0.108
C  4.169  2.340  2.577  -0.655
O  5.449  2.182  2.048  -0.339
C  5.617  1.101  1.153  -0.559
N  1.894  2.903  2.155  0.092
H  4.409  3.946  0.251  0.333
H  3.546  4.878  1.550  0.366
H  2.752  4.313  0.080  0.479
H  3.090  1.958  0.724  0.153
H  3.812  1.463  3.141  0.389
H  4.270  3.180  3.267  0.396
H  5.265  0.159  1.593  0.179
H  6.667  0.995  0.910  0.279
H  5.035  1.278  0.241  0.282
H  1.790  2.447  3.075  0.416
H  1.103  2.635  1.521  0.067
C  1.434  -2.111  1.017  -1.178
C  1.204  -1.819  2.484  0.405
C  2.268  -2.337  3.423  -0.838
O  2.230  -3.741  3.366  -0.336
C  2.925  -4.361  4.439  -0.746
N  1.213  -0.311  2.668  -0.394
H  0.855  -1.438  0.389  0.309
H  1.293  -3.182  0.844  0.453
H  2.486  -1.932  0.762  0.229
H  0.220  -2.077  2.877  0.361
H  2.051  -2.005  4.443  0.453
H  3.226  -1.888  3.108  0.209
H  2.216  -4.590  5.242  0.259
H  3.767  -3.748  4.754  0.335
H  3.262  -5.348  4.118  0.254
H  2.000  0.038  2.124  0.090
H  0.381  0.034  2.199  0.095
C  -2.272  -3.110  -2.531  -1.459
C  -1.330  -2.151  -1.859  0.703
C  -0.560  -1.284  -2.860  -1.467
O  -1.413  -0.768  -3.872  -0.331
C  -0.671  -0.117  -4.882  -0.930
N  -2.118  -1.248  -0.958  -0.377
H  -1.757  -3.982  -2.934  0.393
H  -2.922  -2.656  -3.270  0.243
H  -2.916  -3.544  -1.754  0.426
H  -0.512  -2.567  -1.262  0.213
H  0.217  -1.912  -3.312  0.686
H  -0.085  -0.447  -2.323  0.539
H  -0.026  0.693  -4.511  0.381
H  -1.404  0.343  -5.543  0.280
H  -0.006  -0.799  -5.418  0.306
H  -2.692  -1.857  -0.384  0.297
H  -1.493  -0.731  -0.347  -0.267
C  -4.520  -0.420  -2.955  -1.481
C  -4.096  0.956  -2.457  1.015
C  -4.573  1.247  -1.055  -0.835
O  -4.125  2.549  -0.647  -0.028
C  -4.961  3.065  0.422  -0.892
N  -2.596  1.015  -2.378  0.068
H  -3.870  -0.746  -3.771  0.268
H  -5.549  -0.446  -3.320  0.561
H  -4.481  -1.236  -2.227  0.298
H  -4.531  1.675  -3.152  0.363
H  -4.205  0.486  -0.357  0.271
H  -5.664  1.174  -1.031  0.468
H  -5.129  2.270  1.142  0.359
H  -5.830  3.529  -0.037  0.328
H  -4.399  3.856  0.916  0.277
H  -2.282  0.658  -3.286  0.138
H  -2.292  0.231  -1.760  0.342

---

No. 5
# C2H14O4

A 5-piece molecular cluster, C2H14O4 overall at a distorted geometry (ωB97M-V/def2-TZVPD, the OMol25 dataset).

Properties
**Structure (SMILES)**: CC.O.O.O.O
**Energy relative to the best compared isomer or geometry (same formula, charge and spin)**: 19.6 kJ/mol
**E_tot**: -10491.375 eV
**LUMO**: 0.023 Ha
**Kohn-Sham gap**: 11.83 eV
**Net charge**: 0
**Max |F|**: 0.0323 hartree/bohr

Each line ends with the Mulliken charge.
Atoms and positions in Å:
C  1.481  -1.104  2.259  -1.021
C  0.475  -1.494  1.208  -0.652
H  2.269  -1.833  2.432  0.352
H  1.028  -0.879  3.227  0.303
H  1.973  -0.169  1.958  0.295
H  0.824  -1.587  0.183  0.227
H  0.070  -2.481  1.474  0.347
H  -0.401  -0.849  1.239  0.182
H  0.075  1.574  0.066  0.449
H  -0.183  1.101  1.441  0.290
O  -0.546  1.710  0.807  -0.728
H  -0.522  -0.054  -2.567  0.313
H  -0.908  -0.933  -1.394  0.392
O  -0.311  -0.915  -2.169  -0.720
H  0.894  0.467  -1.746  0.366
H  2.175  1.381  -1.341  0.294
O  1.231  1.216  -1.256  -0.669
H  -1.752  0.979  0.004  0.409
H  -2.876  -0.056  -0.107  0.282
O  -2.217  0.411  -0.641  -0.714

---

No. 6
# C3H2MnO4

C3H2MnO4 as an isolated structure at a distorted geometry (ωB97M-V/def2-TZVPD, the OMol25 dataset).

Properties
**Spin multiplicity**: 6
**E_tot**: -42650.456 eV
**LUMO (spin up / spin down)**: -0.036 / -0.052 Ha
**Kohn-Sham gap (spin up / spin down)**: 5.68 / 5.37 eV
**Net charge**: 0
**Max |F|**: 0.0530 hartree/bohr

Each line ends with the Mulliken charge.
Atoms and positions in Å:
O  2.146  0.858  0.147  -0.509
C  2.387  -0.295  -0.084  0.939
O  2.975  -1.177  -0.562  -0.269
O  -1.371  1.760  -0.166  -0.332
C  -2.004  0.688  -0.451  -0.508
C  -1.268  -0.577  -0.004  0.082
O  -0.051  -0.398  0.668  -0.884
Mn  0.312  1.459  0.754  0.837
H  -1.131  -1.183  -0.925  0.318
H  -1.995  -1.134  0.623  0.326